This record from the OMol25 dataset describes a cluster of 11 separate species, C6H34NO10S in total in a non-equilibrium geometry. The level of theory is ωB97M-V/def2-TZVPD.

Structure (XYZ):
```
52
C6H34NO10S ωB97M-V/def2-TZVPD
C 1.544 0.925 0.399
N 0.410 0.134 0.978
C 0.267 0.009 2.437
C -1.177 -0.397 2.713
S -1.975 -1.478 1.628
C 1.257 -1.153 2.952
C 0.848 2.183 -0.258
C 0.399 1.981 -1.707
H 2.218 0.407 -0.317
H 2.189 1.167 1.204
H 0.169 -0.723 0.506
H 0.594 1.030 2.936
H -1.686 0.602 2.806
H -1.331 -0.689 3.877
H 0.758 -2.151 2.780
H 2.245 -1.154 2.330
H 1.542 -0.824 3.890
H -0.027 2.434 0.260
H 1.559 2.991 -0.197
H -0.398 1.240 -1.806
H 1.202 1.658 -2.448
H 0.030 3.010 -1.990
H -1.529 -0.500 -2.549
H -0.621 0.199 -3.536
O -0.834 -0.702 -3.363
H 3.020 -0.444 -1.567
H 3.303 -1.506 -0.467
O 3.718 -0.831 -1.073
H 1.460 -2.019 0.658
H 2.044 -2.760 -0.418
O 2.341 -2.473 0.533
H 0.609 -4.050 -1.467
H -0.337 -3.264 -1.320
O 0.629 -3.031 -1.436
H -3.117 2.415 -0.516
H -3.462 2.106 -1.929
O -3.442 2.833 -1.327
H -1.677 1.394 1.545
H -2.612 2.679 1.530
O -2.380 1.907 1.009
H -3.017 -0.060 -0.551
H -1.691 0.411 -0.963
O -2.457 0.149 -1.358
H 0.351 2.336 2.061
H 0.325 3.866 2.198
O 0.234 3.046 2.631
H -1.719 -3.508 -0.071
H -2.375 -2.455 -1.056
O -1.878 -3.360 -1.050
H 1.584 -1.820 -2.616
H 0.969 -0.738 -3.369
O 1.920 -1.022 -3.134
```

Calculated values
relative energy (zero: lowest compared OMol25 entry of this formula, charge and spin)	445.6	kJ/mol
maximum force	4.77	eV/A
net charge	-1

---

This record from the OMol25 dataset describes a structure of composition C27H32AsBeIO7P3S in a non-equilibrium geometry. The level of theory is ωB97M-V/def2-TZVPD.

Structure (XYZ):
```
73
C27H32AsBeIO7P3S ωB97M-V/def2-TZVPD
Be 0.697 0.022 0.565
C 4.065 0.318 3.649
C 3.080 -0.145 2.597
O 3.321 -1.459 2.280
P 1.340 -0.188 3.197
O 0.983 1.124 3.993
O 1.245 -1.220 4.419
O 0.459 -0.565 2.023
P 3.280 0.895 1.098
O 3.290 2.387 1.653
O 4.553 0.492 0.439
O 2.020 0.713 0.309
H 3.725 -0.050 4.631
H 4.028 1.409 3.632
H 4.969 -0.189 3.378
H 3.890 -1.537 1.486
H 0.663 1.832 3.418
H 1.356 -2.157 4.270
H 4.115 2.844 1.412
I -0.458 -1.994 -0.832
C -1.772 -2.052 0.763
C -1.892 -3.185 1.498
C -2.840 -3.387 2.483
C -3.800 -2.445 2.715
C -3.782 -1.272 1.950
C -4.916 -0.435 1.908
C -5.046 0.612 0.979
C -3.881 0.984 0.275
C -2.712 0.259 0.315
P -1.120 1.110 -0.060
C -1.289 2.522 1.099
C -1.686 2.276 2.432
C -1.771 3.294 3.343
C -1.635 4.628 2.920
C -1.247 4.896 1.621
C -0.994 3.863 0.739
C -1.210 1.731 -1.744
C -2.321 1.384 -2.526
C -2.260 1.678 -3.872
C -1.070 2.166 -4.453
C -0.052 2.669 -3.667
C -0.127 2.477 -2.249
C -2.678 -0.963 1.036
H -1.187 -4.010 1.347
H -2.867 -4.310 2.965
H -4.688 -2.653 3.335
H -5.777 -0.722 2.497
H -5.968 1.123 0.776
H -3.870 1.823 -0.376
H -1.905 1.261 2.799
H -2.057 3.155 4.348
H -1.842 5.493 3.539
H -1.040 5.915 1.308
H -0.686 4.175 -0.260
H -3.109 0.786 -2.178
H -3.027 1.334 -4.576
H -0.896 2.209 -5.573
H 0.916 3.026 -4.013
H 0.687 2.807 -1.638
C 2.676 -2.631 -5.777
As 2.451 -2.698 -3.893
C 1.216 -4.184 -3.885
C 4.096 -3.610 -3.290
S 2.032 -0.824 -2.998
H 3.054 -3.559 -6.245
H 3.416 -1.846 -5.974
H 1.690 -2.307 -6.145
H 1.748 -4.951 -4.479
H 0.285 -3.887 -4.387
H 0.935 -4.587 -2.844
H 4.260 -4.491 -3.880
H 3.926 -4.114 -2.335
H 5.012 -3.067 -3.291
```

Calculated values
relative energy (zero: lowest compared OMol25 entry of this formula, charge and spin)	39.8	kJ/mol
maximum force	3.00	eV/A
net charge	+1